(1)
Computed, not measured: a molecular structure, C21H15AsCl2O4ScTl, with wB97M-V/def2-TZVPD.

Geometry (Å):
Sc: -1.3195 0.0109 -5.9024
Tl: 1.1412 -0.4964 -2.9246
Cl: -2.4891 -1.7842 -5.0653
Cl: -0.6515 1.4950 -4.1671
C: 2.1512 2.5699 -2.3389
C: 0.3604 -1.3123 -6.4611
C: 0.2442 0.9675 -7.2840
O: 2.1913 3.6070 -1.8542
O: 1.1401 -1.8397 -7.1511
O: 1.1302 1.3301 -7.9431
O: -0.3367 -0.3748 -1.1436
As: -0.1764 -0.3194 0.5439
C: -1.9294 -0.4454 1.3265
C: -3.0394 -0.7264 0.5187
C: -4.2998 -0.8042 1.1202
C: -4.4340 -0.6057 2.4973
C: -3.3129 -0.3253 3.2889
C: -2.0483 -0.2327 2.7041
C: 1.0642 -1.6985 1.0375
C: 0.6356 -2.6308 1.9929
C: 1.5561 -3.5987 2.4123
C: 2.8471 -3.6336 1.8502
C: 3.2349 -2.7121 0.8687
C: 2.3402 -1.7236 0.4579
C: 0.4452 1.4903 0.9462
C: -0.3424 2.5704 0.5558
C: 0.1235 3.8685 0.7528
C: 1.3713 4.0987 1.3406
C: 2.1578 3.0106 1.7548
C: 1.6767 1.7068 1.5655
H: -2.8852 -0.8774 -0.5512
H: -5.1791 -1.0143 0.5069
H: -5.4157 -0.6467 2.9655
H: -3.4268 -0.1627 4.3577
H: -1.1764 -0.0083 3.3247
H: -0.3688 -2.5610 2.4345
H: 1.2512 -4.3076 3.1887
H: 3.5375 -4.4073 2.1881
H: 4.2395 -2.7400 0.4439
H: 2.6362 -0.9687 -0.2735
H: -1.3075 2.3970 0.0990
H: -0.4994 4.7034 0.4457
H: 1.7530 5.1132 1.4666
H: 3.1492 3.1648 2.1959
H: 2.2605 0.8539 1.9082

For the total energy, the calculation gives -141444.0392 eV. The LUMO energy (alpha / beta) is -15.980 / -15.726 eV. As for the net charge: +4.

Löwdin atomic charge list, values in e, 5 entries: 0.47 0.77 0.13 0.05 0.01

=====

(2)
Computed, not measured: C16H24N2O3 in the gas phase, with wB97M-V/def2-TZVPD.

Geometry (Å):
C: 0.3762 2.7535 0.4084
C: 1.5347 2.1174 1.1704
O: 1.6835 0.7301 0.9140
C: 0.7946 -0.1442 1.5600
C: 0.1996 -1.1167 0.5220
N: -0.5908 -0.4278 -0.4516
C: -0.1989 0.0720 -1.6705
C: 1.1483 -0.1745 -2.2494
C: 1.2260 -1.5426 -2.9399
C: 0.3600 -1.5843 -4.2014
O: 0.4137 -2.8337 -4.8506
N: -1.1367 0.7488 -2.2672
C: -2.2157 0.7360 -1.4210
C: -3.4751 1.3085 -1.5517
C: -4.3680 1.1342 -0.5149
C: -4.0313 0.4087 0.6291
C: -2.7862 -0.1702 0.7786
C: -1.8837 0.0022 -0.2584
O: 1.4383 -0.9473 2.5012
C: 2.0079 -0.2537 3.6007
C: 2.5357 -1.2802 4.5884
H: -0.5810 2.3517 0.7354
H: 0.4780 2.5688 -0.6579
H: 0.3772 3.8259 0.5829
H: 2.4809 2.5545 0.8417
H: 1.4196 2.2985 2.2475
H: -0.0137 0.4377 2.0449
H: 1.0331 -1.6314 0.0441
H: -0.4154 -1.8492 1.0504
H: 1.8978 -0.1079 -1.4591
H: 1.3417 0.6064 -2.9854
H: 2.2614 -1.7525 -3.2149
H: 0.8950 -2.3285 -2.2536
H: 0.7300 -0.8613 -4.9312
H: -0.6750 -1.3171 -3.9497
H: 0.0671 -3.5081 -4.2560
H: -3.7324 1.8670 -2.4370
H: -5.3549 1.5674 -0.5842
H: -4.7630 0.2983 1.4159
H: -2.5314 -0.7309 1.6663
H: 2.8233 0.3930 3.2506
H: 1.2381 0.3766 4.0743
H: 2.9832 -0.7760 5.4402
H: 3.2831 -1.9028 4.1060
H: 1.7250 -1.9162 4.9325

For the total energy, the calculation gives -26104.4376 eV. As for the SMILES: CCOC(Cn1c(CCCO)nc2ccccc21)OCC. The LUMO energy is 0.747 eV. The calculation puts the relative energy (zero: lowest compared OMol25 entry of this formula, charge and spin) at 92.2 kJ/mol.

Löwdin atomic charge list, values in e, 5 entries: -0.05 -0.24 -0.09 -0.38 -0.03

=====

(3)
Computed, not measured: a molecular structure, C29H40CoGeN3O4, with wB97M-V/def2-TZVPD.

Geometry (Å):
Co: -0.4475 -0.3423 -0.4329
O: 2.3569 -0.6343 -3.9389
C: 1.5702 -0.6243 -2.8697
O: 0.8056 0.2749 -2.5993
C: 1.7119 -1.8325 -2.0068
C: 2.6200 -2.8457 -2.2076
C: 2.6464 -3.8830 -1.2715
C: 1.7817 -3.8629 -0.1964
C: 0.8886 -2.7997 -0.0677
N: 0.8728 -1.8227 -0.9659
C: -0.1502 -2.6524 1.0620
O: 0.4454 -3.1295 2.2605
O: -0.4958 -1.3275 1.1915
H: 2.2110 0.1859 -4.4351
H: 3.2883 -2.8248 -3.0553
H: 3.3520 -4.6947 -1.3877
H: 1.7877 -4.6382 0.5563
H: 0.7220 -2.3395 2.7405
C: -5.9275 3.5377 -2.2108
C: -5.1589 2.8118 -3.3250
C: -6.1387 1.9456 -4.1152
C: -4.5301 3.8419 -4.2751
C: -4.0495 1.9831 -2.6935
C: -3.9595 0.6034 -2.8237
C: -2.9301 -0.0734 -2.1979
N: -1.9976 0.5350 -1.4695
C: -2.0545 1.8723 -1.3364
C: -3.0607 2.6069 -1.9320
C: -0.9935 2.4884 -0.4945
C: -0.9070 3.8542 -0.2704
C: 0.0885 4.3733 0.5493
C: 0.9700 3.4585 1.1238
C: 0.8303 2.1146 0.8584
N: -0.1256 1.6353 0.0608
C: 0.2329 5.8618 0.8331
C: 1.6230 6.3197 0.3669
C: 0.0944 6.0900 2.3455
C: -0.8264 6.6932 0.1109
H: -6.7319 4.1298 -2.6485
H: -5.2861 4.2165 -1.6472
H: -6.3701 2.8268 -1.5113
H: -6.9125 2.5811 -4.5455
H: -6.6339 1.2096 -3.4793
H: -5.6475 1.4234 -4.9383
H: -5.3162 4.4385 -4.7391
H: -3.9631 3.3511 -5.0679
H: -3.8616 4.5259 -3.7505
H: -4.6809 0.0388 -3.3943
H: -2.8488 -1.1501 -2.2767
H: -3.0920 3.6776 -1.7993
H: -1.6175 4.5190 -0.7335
H: 1.7661 3.7816 1.7793
H: 1.4944 1.3809 1.2969
H: 2.4210 5.7886 0.8863
H: 1.7450 7.3841 0.5708
H: 1.7496 6.1620 -0.7055
H: 0.8624 5.5590 2.9085
H: -0.8815 5.7603 2.7056
H: 0.1968 7.1533 2.5654
H: -0.7582 6.5864 -0.9738
H: -0.6751 7.7469 0.3448
H: -1.8373 6.4302 0.4292
C: -2.4012 -2.5294 3.6822
Ge: -2.9104 -3.0797 1.8862
C: -4.0378 -4.6777 1.9505
C: -3.9152 -1.6410 1.0084
C: -1.3489 -3.5530 0.7669
H: -3.2934 -2.3922 4.2945
H: -1.8509 -1.5901 3.6474
H: -1.7684 -3.2837 4.1482
H: -4.9517 -4.4894 2.5144
H: -3.5053 -5.4981 2.4327
H: -4.3185 -4.9980 0.9461
H: -4.8260 -1.4322 1.5719
H: -4.2132 -1.9224 -0.0040
H: -3.3149 -0.7316 0.9709
H: -1.6471 -3.4579 -0.2836
H: -1.0729 -4.5972 0.9288

For the total energy, the calculation gives -137523.9743 eV. The LUMO energy (alpha / beta) is -3.007 / -3.163 eV. The expectation value of S² is 3.758. The calculation puts the relative energy (zero: lowest compared OMol25 entry of this formula, charge and spin) at 0.0 kJ/mol. As for the net charge: +1. As for the multiplicity: 4.

Löwdin atomic charge list, values in e, 5 entries: 0.81 0.16 -0.45 0.09 -0.16

=====

(4)
Computed, not measured: a molecular structure, C25H30F2HfN4O7S4, with wB97M-V/def2-TZVPD.

Geometry (Å):
Hf: 0.8120 -0.6851 18.4907
O: 0.1094 1.4440 25.3055
C: 0.3454 1.1699 24.1571
S: 0.9136 -0.4715 23.6786
C: 0.8921 -0.1648 21.9511
C: 0.3575 0.9565 21.5079
S: 0.0301 1.3215 19.8336
S: -0.0477 2.2084 22.6768
S: 1.6122 -1.3492 20.9565
O: -5.8926 1.6117 21.6425
C: -5.7820 1.0500 20.4074
O: -6.5991 1.3302 19.5684
C: -4.6333 0.0784 20.1706
C: -4.5665 -0.4235 18.8850
C: -3.4484 -1.1538 18.4903
C: -2.4955 -1.4376 19.4769
C: -2.5050 -0.9068 20.7532
C: -3.6529 -0.2059 21.0907
N: -1.2772 -2.0121 19.0026
C: -1.1878 -3.2495 19.0466
C: 0.1325 -3.9325 18.8979
C: 0.3333 -5.3038 18.9433
C: 1.6106 -5.7546 18.6830
C: 2.6590 -4.8548 18.5052
C: 2.3784 -3.5186 18.4243
N: 1.1332 -3.0625 18.6026
H: -5.1479 1.4008 22.2084
H: -5.3314 -0.1173 18.2256
H: -3.2970 -1.4850 17.4722
H: -1.6749 -0.9663 21.3592
H: -3.7500 0.0674 22.1363
H: -2.0001 -3.9067 19.3344
H: -0.5241 -6.0116 19.0295
H: 1.7349 -6.8437 18.5606
H: 3.5974 -5.3575 18.3433
H: 3.1181 -2.7599 18.1170
C: 2.1696 -1.8348 14.9421
C: 0.7386 -1.8106 15.3846
N: -0.2709 -1.8755 14.5229
O: 0.5770 -1.7009 16.6096
H: 2.8408 -2.2950 15.6916
H: 2.5222 -0.8237 15.0112
H: 2.2433 -2.2008 13.9246
H: -0.1258 -1.6337 13.5386
H: -1.1630 -1.5652 14.8239
N: -3.8833 2.0199 16.2679
C: -4.5799 0.9963 15.5057
C: -3.6430 0.2979 14.5284
O: -2.6217 1.0355 14.1354
O: -3.8078 -0.8126 14.0992
H: -4.5088 2.7889 16.4570
H: -2.6526 1.9043 14.6526
H: -3.5737 1.6723 17.1952
H: -5.3910 1.3949 14.8284
H: -5.0819 0.2943 16.1301
C: 4.9109 -0.4060 17.1338
C: 3.8021 0.4450 17.8251
C: 3.4074 1.7825 17.2051
C: 4.2862 0.7484 19.2742
O: 2.6221 -0.3076 17.8815
H: 5.8564 0.1091 17.2332
H: 4.5905 -0.5520 16.1243
H: 4.8476 -1.3666 17.7498
H: 4.1647 2.3739 16.7913
H: 2.8286 2.3894 17.9052
H: 2.7773 1.5619 16.3589
H: 4.9268 1.5991 19.2928
H: 4.8554 -0.1441 19.7567
H: 3.4163 0.9608 19.9118
F: -1.6268 0.4601 16.7081
C: -0.3424 0.8611 17.1830
F: 0.5135 0.9101 15.9804
H: -0.4781 1.9703 17.4084

For the total energy, the calculation gives -96792.0194 eV. The LUMO energy is -1.326 eV. The calculation puts the relative energy (zero: lowest compared OMol25 entry of this formula, charge and spin) at 46.1 kJ/mol.

Löwdin atomic charge list, values in e, 5 entries: 1.27 -0.06 -0.94 0.94 -1.23